Here is a 10-piece molecular cluster, C38H58N2O14 overall at a distorted geometry from the Open Molecules 2025 dataset. Energies are from ωB97M-V/def2-TZVPD.

F_max ... 4.9 eV/Å
Total charge ... -1
Lowest unoccupied orbital energy (spin up / spin down) ... 1.79 / 1.75 eV
HOMO-LUMO gap (spin up / spin down) ... 1.67 / 7.21 eV
E_tot ... -2645.559751 a.u.
2S+1 ... 2
E_HOMO (spin up / spin down) ... 0.00449 / -0.20076 Ha

Geometry as XYZ:
```
112
Properties=species:S:1:pos:R:3:forces:R:3:mulliken_spin:R:1
O -2.92556 1.61177 2.68641 0.81 0.46 0.71 -0.17
C -2.11406 2.34663 3.18324 1.01 0.97 -0.69 -0.22
O -0.75925 2.03061 3.28131 -0.94 -1.36 -0.66 -0.59
C 0.09019 3.06226 3.71165 -0.64 0.90 1.73 0.58
C -0.84679 4.29476 3.73584 1.07 0.85 0.05 0.02
C -2.26799 3.83732 3.62055 0.30 -1.95 -0.81 0.32
H 1.02470 3.16186 3.15949 -0.55 0.03 -1.11 0.34
H 0.53551 2.87156 4.68808 -0.66 -0.51 0.50 -0.09
H -0.54793 4.85513 2.84997 -0.36 0.49 0.18 -0.07
H -0.83279 4.94017 4.61411 0.92 -0.01 -0.06 -0.05
H -2.71491 4.39794 2.79952 -0.80 -0.19 0.39 0.08
H -2.80782 3.81780 4.56728 -0.21 0.41 -0.25 -0.11
O -3.20735 7.22252 0.40127 0.16 -0.62 -0.60 -0.05
C -2.36358 6.38250 0.18089 -2.86 -0.06 1.14 0.19
O -1.11578 6.63185 0.44736 2.18 0.11 -0.36 -0.16
C -0.25505 5.52706 0.11248 -0.14 -0.44 0.18 -0.06
C -1.15341 4.38004 -0.33134 -0.21 -0.99 -0.81 -0.14
C -2.55797 4.92033 -0.22652 0.04 0.39 -0.76 0.05
H 0.28289 5.32864 1.03949 0.50 -0.09 -0.45 -0.05
H 0.35251 5.78112 -0.75609 0.47 0.44 0.52 0.09
H -1.02470 3.38265 0.08908 0.22 0.28 0.84 0.09
H -1.03402 4.14093 -1.38807 0.49 0.28 -0.07 0.10
H -3.21162 4.32028 0.40656 -0.17 0.50 0.11 -0.01
H -2.91886 4.92095 -1.25505 -0.75 0.04 0.22 -0.03
O 1.57798 1.59440 -3.93291 0.18 2.53 1.64 -0.01
C 1.94210 2.74608 -3.66370 -1.65 -2.98 -2.65 0.03
O 2.88635 3.25907 -4.46912 -0.13 0.83 1.29 -0.03
C 3.27624 4.51923 -3.90448 1.30 0.92 -1.30 0.04
C 2.68073 4.67446 -2.50551 -0.06 -0.68 -0.40 0.03
C 1.46245 3.77078 -2.63925 0.50 -1.30 0.65 -0.03
H 2.98947 5.30599 -4.60224 -0.50 0.11 0.07 0.00
H 4.36117 4.50261 -4.00823 0.13 0.17 0.70 -0.01
H 2.36699 5.68807 -2.25599 0.50 -0.02 0.01 -0.06
H 3.37162 4.23802 -1.78421 -0.01 0.37 0.20 0.05
H 0.56461 4.35069 -2.85300 -0.04 -0.47 -0.63 0.04
H 1.26325 3.13007 -1.78023 -0.16 0.43 0.40 0.04
O -2.96936 -4.79535 -2.14287 1.35 1.62 -0.95 0.00
C -2.24621 -3.97921 -2.71564 -3.26 -0.78 3.62 0.00
O -1.76866 -4.21469 -3.89574 0.61 -1.69 -1.36 0.00
C -0.79630 -3.27085 -4.26810 -0.80 1.10 -0.60 0.00
C -1.24027 -2.03752 -3.46776 1.06 0.79 -0.07 0.00
C -1.81284 -2.57911 -2.21151 -0.06 -2.09 0.47 0.00
H -0.97447 -3.15862 -5.33757 0.57 0.27 -0.04 0.00
H 0.20679 -3.65279 -4.07829 0.03 0.12 0.19 0.00
H -2.09338 -1.55601 -3.94571 0.53 0.39 -0.53 0.00
H -0.40787 -1.38095 -3.21453 -0.18 0.41 -0.55 0.00
H -2.57900 -1.96883 -1.73333 -0.18 -0.38 -0.24 0.01
H -1.08415 -2.82629 -1.43947 0.36 0.33 0.11 0.00
O -2.36131 -7.47314 0.33580 0.28 0.06 0.15 0.00
C -1.60697 -6.81118 0.99940 -1.40 -0.08 -1.50 0.01
O -1.21080 -7.20676 2.20392 -0.92 -0.64 -0.18 -0.01
C -0.36649 -6.26565 2.79937 1.19 -0.23 0.89 0.01
C -0.18445 -5.10658 1.84634 0.44 1.02 0.11 -0.03
C -1.00006 -5.48075 0.64137 0.41 0.57 -0.04 0.02
H 0.52608 -6.87110 2.95700 0.39 0.64 0.58 0.00
H -0.83857 -5.93897 3.72594 0.31 -0.13 0.15 0.00
H 0.82265 -4.89010 1.49000 0.26 -0.35 0.62 -0.01
H -0.54641 -4.18854 2.30925 0.01 -0.02 0.11 0.04
H -0.29307 -5.59484 -0.18036 -0.57 -0.18 -0.35 0.00
H -1.68959 -4.65688 0.45726 -0.47 -0.66 -0.52 -0.02
O 6.03399 0.18690 0.62362 -1.93 0.85 0.27 0.00
C 4.92549 0.51387 1.04471 2.71 -1.87 -1.51 0.02
O 4.65838 0.36072 2.34176 1.83 -1.00 -0.96 -0.03
C 3.38132 0.76457 2.61170 -1.10 2.20 2.17 0.07
C 2.95449 1.64729 1.47432 -1.48 -0.63 -1.65 0.09
C 3.72060 1.04827 0.28899 0.82 1.18 0.05 -0.07
H 3.55717 1.48369 3.41171 -0.78 -0.45 0.91 0.00
H 2.74701 -0.06557 2.92253 -0.20 0.13 -0.28 0.02
H 3.25068 2.69135 1.57585 0.16 -0.07 0.38 0.03
H 1.87124 1.62460 1.35533 -0.04 -0.02 -0.12 0.03
H 4.09184 1.83068 -0.37292 0.17 0.16 0.01 0.02
H 3.24812 0.36528 -0.41698 -0.13 -0.45 0.78 -0.01
N -4.00689 1.80279 -2.19744 0.36 1.10 -1.50 0.01
C -4.00642 2.64539 -3.29949 -0.91 1.03 1.32 0.01
C -2.84374 2.51959 -3.98237 0.06 -1.19 -0.80 0.01
C -2.12081 1.41426 -3.42247 -1.37 0.75 1.91 -0.03
C -2.85592 1.08801 -2.24387 1.30 -0.54 -0.68 0.07
H -4.64847 1.91269 -1.42517 0.27 -0.36 -0.11 -0.01
H -4.78159 3.39283 -3.38231 -0.04 -0.13 -0.18 -0.01
H -2.62403 3.04424 -4.90044 0.10 -0.03 0.05 -0.01
H -1.19710 1.02643 -3.82590 0.00 -0.14 0.47 0.00
H -2.65368 0.47332 -1.37920 0.35 -0.36 -0.34 -0.02
N 0.03028 -1.49091 0.93448 -0.01 2.45 -1.94 0.02
C 1.00673 -1.85915 0.06908 0.33 -0.59 -0.60 -0.02
C 1.20769 -0.87244 -0.89539 0.67 -1.52 -0.11 0.03
C 0.35618 0.17872 -0.59509 -1.16 0.14 0.66 -0.12
C -0.37212 -0.21299 0.50257 -0.52 -0.44 1.09 0.12
H -0.27678 -2.00704 1.74653 0.05 0.43 0.64 -0.03
H 1.42775 -2.84898 0.16591 0.21 0.11 -0.06 0.00
H 1.80922 -0.93998 -1.78982 0.27 -0.13 0.18 0.00
H 0.18638 1.09759 -1.13662 0.08 -0.08 -0.07 0.00
H -1.14802 0.36208 0.98596 0.04 -0.30 0.35 -0.05
C -1.55258 -0.58339 5.62858 -0.82 -0.75 -0.73 0.00
C -1.35119 -1.24324 4.27969 0.14 -0.44 1.30 0.42
O -0.19041 -1.53633 3.87862 0.46 -0.20 -0.65 0.15
C -2.57112 -1.66411 3.51402 0.21 1.21 0.18 0.00
H -1.24641 -1.18065 6.48744 0.54 -0.36 0.07 0.01
H -2.63176 -0.51345 5.76483 -0.07 0.70 0.16 0.00
H -1.03552 0.37189 5.71903 -0.01 0.46 -0.03 0.04
H -2.78667 -0.80247 2.88221 -0.29 -0.02 -0.77 0.03
H -3.45625 -1.70409 4.14889 -0.05 -0.60 0.01 0.00
H -2.39835 -2.53954 2.88802 -0.15 -0.21 0.13 0.03
C 4.09200 -6.75238 -1.39716 -0.86 -1.01 -0.18 0.00
C 2.79805 -5.99118 -1.30403 -2.12 0.12 1.33 0.00
O 1.86322 -6.33555 -0.56000 2.14 0.15 -1.33 0.00
C 2.64985 -4.71039 -2.06503 0.37 0.62 0.20 0.00
H 4.34409 -6.98348 -2.43213 0.14 0.47 -0.16 0.00
H 3.84692 -7.72597 -0.97270 0.50 0.05 0.46 0.00
H 4.92236 -6.24571 -0.90537 -0.12 -0.05 0.02 0.00
H 2.49777 -4.82287 -3.13849 -0.02 -0.25 0.02 0.00
H 3.57139 -4.14311 -1.93448 0.16 0.12 -0.16 0.00
H 1.85100 -4.11354 -1.62490 -0.13 -0.18 -0.21 0.00
```
Forces are in eV/Å.